1.
Formula: C34H34N9O2Zr
Source: OMol25
Level of theory: ωB97M-V with the def2-TZVPD basis set

```
80
Properties=species:S:1:pos:R:3:forces:R:3
Zr 0.1201 0.0700 0.4383 0.14 0.26 0.30
C 0.3369 -4.3104 1.7830 -0.03 0.00 -0.03
C 0.5854 -3.0157 1.0922 0.17 0.00 -0.09
N -0.3217 -2.1649 0.7826 0.00 -0.25 0.24
N -1.6533 -2.4624 1.0237 0.02 0.07 -0.02
C -2.3812 -1.4711 0.5732 -0.04 0.11 -0.03
O -1.8647 -0.4356 -0.0279 0.20 0.09 0.05
C -3.8443 -1.4817 0.7677 0.06 -0.14 0.05
C -4.4386 -2.4426 1.5846 -0.04 0.00 -0.01
C -5.8073 -2.4202 1.7920 0.04 -0.01 0.01
C -6.5867 -1.4441 1.1835 -0.03 0.00 0.01
C -5.9972 -0.4889 0.3679 0.01 0.02 -0.01
C -4.6264 -0.5032 0.1612 0.00 0.00 0.03
C 1.9560 -2.6123 0.6891 -0.02 0.01 -0.05
C 3.0574 -3.4120 0.9304 0.03 0.04 -0.03
C 4.3064 -2.9931 0.4853 -0.04 -0.01 0.01
C 4.4066 -1.7939 -0.1879 -0.03 0.06 -0.03
C 3.2561 -1.0374 -0.3743 0.03 0.02 -0.04
N 2.0604 -1.4284 0.0481 -0.13 0.06 0.15
H -0.7253 -4.5286 1.8030 -0.01 0.01 0.01
H 0.7054 -4.2385 2.8102 -0.01 -0.02 0.00
H 0.8726 -5.1260 1.2994 -0.02 0.00 -0.03
H -3.8213 -3.1984 2.0499 0.01 0.00 0.00
H -6.2686 -3.1657 2.4260 -0.01 0.00 0.00
H -7.6568 -1.4323 1.3441 0.00 0.01 0.00
H -6.6057 0.2668 -0.1106 -0.01 0.00 0.00
H -4.1535 0.2364 -0.4696 0.00 0.00 -0.01
H 2.9506 -4.3478 1.4574 -0.01 -0.01 0.01
H 5.1816 -3.6027 0.6634 0.01 -0.01 0.01
H 5.3514 -1.4251 -0.5598 0.01 -0.02 0.01
H 3.2991 -0.0756 -0.8694 0.02 -0.02 0.01
C -1.2205 -2.8494 -4.6965 0.00 -0.02 0.00
C -1.2534 -3.0747 -3.3311 0.01 0.01 0.05
C -0.7256 -2.1358 -2.4547 -0.04 -0.07 -0.13
C -0.1570 -0.9751 -2.9522 0.10 0.22 0.08
C -0.1184 -0.7404 -4.3265 -0.10 -0.10 -0.02
C -0.6531 -1.6798 -5.1890 0.01 0.02 0.01
N 0.4001 -0.0143 -2.0209 -0.18 -0.13 -0.24
N 1.0814 0.8664 -2.5746 0.06 0.06 0.15
C 1.6655 1.8290 -1.7156 -0.08 -0.09 -0.13
C 2.4626 2.7861 -2.3353 0.00 0.02 0.12
C 3.1025 3.7226 -1.5383 0.00 -0.01 -0.02
C 2.9362 3.6774 -0.1599 0.00 0.00 0.03
C 2.1250 2.7091 0.4294 -0.02 -0.02 -0.05
C 1.4543 1.7553 -0.3373 0.07 -0.11 0.01
H -1.6367 -3.5788 -5.3780 -0.01 0.00 0.00
H -1.6947 -3.9793 -2.9343 -0.01 -0.01 -0.02
H -0.7646 -2.3258 -1.3969 0.03 0.04 0.05
H 0.3170 0.1680 -4.7120 0.01 0.02 0.03
H -0.6309 -1.4961 -6.2548 0.00 0.00 0.00
H 2.5746 2.7854 -3.4112 -0.01 -0.02 -0.01
H 3.7309 4.4793 -1.9876 0.01 0.01 0.01
H 3.4444 4.4012 0.4650 0.00 0.01 0.00
H 2.0202 2.7149 1.5099 0.00 -0.01 0.00
C -3.4682 0.3475 4.6739 -0.02 -0.04 -0.01
C -2.1617 -0.3840 4.4641 -0.13 -0.10 -0.12
N -1.6060 0.0336 3.1802 0.29 0.11 0.13
C -1.6709 1.3332 2.7441 -0.25 -0.05 -0.07
N -1.0242 1.6435 1.6351 0.29 -0.09 -0.08
C -1.2730 2.9780 1.0820 -0.05 -0.03 -0.07
C -1.3562 4.0080 2.1903 0.02 0.05 -0.04
C -2.5049 3.6237 3.0919 -0.03 -0.02 -0.01
N -2.4565 2.1975 3.4152 0.06 -0.04 -0.01
C -3.1966 1.8324 4.6216 -0.04 0.04 0.01
H -3.9143 0.0855 5.6321 0.02 -0.01 0.01
H -4.1694 0.0627 3.8852 0.00 0.01 0.00
H -2.3283 -1.4599 4.4062 0.04 0.00 0.03
H -1.4622 -0.1873 5.2832 -0.02 0.03 0.01
H -0.7100 -0.4038 2.9791 -0.09 0.16 0.01
H -2.2120 2.9701 0.5136 0.00 0.00 0.02
H -0.4766 3.2207 0.3829 0.00 0.00 0.02
H -1.5203 5.0062 1.7855 -0.01 0.00 -0.01
H -0.4172 4.0219 2.7483 0.00 -0.02 0.00
H -3.4648 3.8451 2.6150 0.01 0.02 0.01
H -2.4719 4.1722 4.0353 0.02 0.01 -0.01
H -4.1294 2.3994 4.6102 0.00 -0.02 -0.01
H -2.6299 2.1565 5.5018 -0.01 -0.02 0.00
O 2.5755 1.0229 3.8987 0.00 -0.01 0.02
C 1.9024 0.4856 3.1025 0.09 0.08 0.04
N 1.2136 -0.0687 2.2940 -0.36 -0.19 -0.28
```
Positions in Å, forces in eV/Å.

Kohn-Sham gap in eV: 7.62
Total charge: +1
Spin multiplicity: 1
LUMO level in eV: -3.51
HOMO in eV: -11.12
Energy above the lowest of the compared OMol25 structures with the same formula, charge and spin in kJ/mol: 0.0
E_tot in Ha: -2006.34703

---

2.
Formula: C2H2N4OS
Source: OMol25
Level of theory: ωB97M-V with the def2-TZVPD basis set

```
10
Properties=species:S:1:pos:R:3:forces:R:3
O 2.2006 -0.4314 0.4585 -0.65 1.00 5.87
N 0.8793 -0.2111 0.1382 0.52 2.91 0.30
C 0.2559 1.0565 -0.2112 3.26 0.22 -0.55
N -0.9713 1.0335 -0.3392 -2.02 0.27 -0.22
C -1.6266 -0.1997 -0.2093 -1.66 2.32 0.52
S -3.1638 -0.3155 0.3703 1.22 -0.23 -0.33
N -0.8829 -1.1629 -0.7803 2.03 -3.24 0.68
N 0.3668 -1.2383 -0.3651 -3.52 -1.87 -2.56
H 2.0897 -0.4329 1.6381 1.10 -0.08 -5.22
H 0.8525 1.9018 -0.7001 -0.30 -1.30 1.52
```
Positions in Å, forces in eV/Å.

Kohn-Sham gap in eV: 7.98
Spin multiplicity: 1
LUMO level in eV: -0.95
HOMO in eV: -8.92
Energy above the lowest of the compared OMol25 structures with the same formula, charge and spin in kJ/mol: 424.9
E_tot in Ha: -769.66120

---

3.
Formula: C27H42CaClF3LiN4O10P
Source: OMol25
Level of theory: ωB97M-V with the def2-TZVPD basis set

```
90
Properties=species:S:1:pos:R:3:forces:R:3
C 4.1468 -2.3421 -1.5763 -0.64 -0.80 0.17
C 2.6670 -1.6201 -1.2869 0.83 0.07 0.22
C 1.8061 -1.5930 -2.6832 4.45 0.93 1.50
O 0.4029 -1.1741 -2.5424 1.94 5.82 3.30
C 0.2783 0.2693 -2.2591 -1.33 1.72 -1.73
C -1.2567 0.5283 -1.7450 -2.62 -1.57 4.02
C -1.7742 -0.2083 -0.3610 -0.01 2.88 -4.80
C -0.7990 -1.1615 0.5617 -1.69 0.70 1.28
C -0.4659 -0.2633 1.9324 -0.35 1.15 -1.21
C 0.5951 0.9543 1.5232 -0.14 0.12 0.18
C 0.3719 2.2953 2.4939 0.31 -0.44 -0.99
N 0.8649 3.5791 1.8265 0.80 -1.29 0.62
N -3.2253 0.2014 -0.2124 3.16 1.48 -3.00
C -4.0934 -0.3176 0.9430 0.00 -1.11 0.20
C -5.3795 -1.0901 0.2821 0.08 -0.47 -0.82
C -5.7936 -2.5006 1.0079 -1.48 -0.74 0.26
F -7.2963 -2.4932 1.1634 4.80 -0.38 -0.42
F -5.2489 -2.6905 2.3720 -1.59 0.40 -4.58
F -5.4376 -3.6404 0.1285 -1.13 3.47 3.32
C -3.6082 1.1491 -1.3584 2.33 -1.11 0.28
C -5.0924 1.8172 -1.5874 0.36 -0.80 -1.42
O -5.3414 3.0498 -0.8229 -0.27 -2.26 2.28
C -5.4880 2.7946 0.6184 5.48 1.26 4.30
C -6.7612 2.0676 1.3588 -0.67 0.16 0.25
O -4.4513 3.1515 1.4140 -6.75 -2.23 -5.42
N -2.3984 1.3547 -2.2943 -0.75 -2.60 4.31
C -2.3403 2.1804 -3.5631 0.29 0.68 -1.80
C -1.0814 3.2368 -3.6389 0.12 1.37 -0.26
C -0.6755 3.5287 -5.2347 -1.16 -0.11 -0.43
Cl 1.1790 3.3980 -5.5290 -2.08 0.16 0.46
H 5.0315 -1.7393 -1.0796 -1.94 -1.22 -1.31
H 4.1035 -3.4310 -1.0893 0.21 2.46 -1.11
H 4.2788 -2.5102 -2.7295 0.39 0.47 2.09
H 2.1820 -2.2599 -0.4231 0.41 1.36 -1.94
H 2.8325 -0.5275 -0.8741 -0.45 -2.11 -0.92
H 2.3600 -0.9865 -3.5482 -1.14 -1.15 1.87
H 1.7765 -2.7194 -3.0755 3.68 2.24 1.84
H 0.4040 0.8171 -3.3116 -0.20 -1.12 2.28
H 1.1083 0.7010 -1.5562 -1.78 -1.26 -1.03
H -1.4649 -2.1030 0.8703 1.69 1.85 -0.82
H 0.2072 -1.4660 0.0478 -2.31 0.65 0.60
H -1.4858 0.2976 2.1931 2.14 -1.36 -0.18
H -0.0927 -0.9177 2.8284 -0.73 1.29 -1.91
H 0.4178 1.3459 0.4097 0.04 -1.00 2.32
H 1.6946 0.5479 1.5574 -2.10 0.85 0.07
H -0.7917 2.3801 2.6421 2.23 -0.08 -0.02
H 0.9676 2.1273 3.4896 -1.67 0.74 -2.16
H 1.9001 3.7120 2.0353 -1.92 -0.33 -0.74
H 0.6850 3.5757 0.7980 0.44 -0.08 1.30
H -4.3568 0.5023 1.7360 0.53 -1.36 -1.86
H -3.4266 -1.1195 1.4977 -1.34 1.71 -1.24
H -5.0667 -1.3563 -0.8388 -0.72 0.31 2.58
H -6.3526 -0.4392 0.1935 1.97 -1.38 0.52
H -5.9641 1.0175 -1.4535 2.07 1.63 0.02
H -5.1407 2.1249 -2.7388 0.18 -0.55 2.71
H -7.0857 2.7253 2.2998 0.99 -1.24 -2.26
H -6.4847 1.0035 1.8235 -0.31 2.48 -1.24
H -7.7150 1.9425 0.6879 2.03 0.28 1.09
H -2.2263 1.4570 -4.5009 -0.27 1.23 2.18
H -3.3190 2.8187 -3.7684 1.94 -1.66 0.92
H -0.1368 2.9206 -3.0222 -1.91 0.39 -1.34
H -1.3983 4.3076 -3.2172 0.55 -2.54 -0.68
H -1.0623 4.5972 -5.5994 1.19 -2.36 1.02
H -1.1922 2.7522 -5.9732 1.27 1.51 1.72
C -0.2382 0.4302 8.6839 0.08 -0.02 -0.11
C -0.7397 0.9088 7.4725 0.35 -0.17 -0.03
C 0.0071 0.7677 6.3012 0.05 -0.06 0.04
C 1.2586 0.1387 6.3541 -0.55 0.11 0.80
C 1.7679 -0.3358 7.5702 -0.02 0.00 -0.03
C 1.0131 -0.1864 8.7354 -0.14 0.14 -0.38
N 2.0373 -0.0354 5.1221 1.21 -0.55 -0.51
O 1.5610 0.4149 4.0694 0.88 -1.13 1.63
O 3.1237 -0.6261 5.2043 -1.84 1.05 -0.24
H -0.8266 0.5375 9.5935 0.13 -0.01 -0.20
H -1.7151 1.3896 7.4406 0.23 -0.09 -0.04
H -0.3977 1.1460 5.3651 0.26 -0.14 0.13
H 2.7399 -0.8215 7.6265 -0.23 0.15 -0.23
H 1.3984 -0.5542 9.6839 -0.03 0.07 -0.25
O 6.7437 -4.1575 -5.9354 0.39 0.26 0.35
P 6.4851 -3.5578 -4.5435 -1.58 0.31 -1.12
O 7.8251 -3.3443 -3.8204 0.91 -0.18 0.05
O 5.6088 -4.5210 -3.7257 -0.05 -0.04 0.47
O 5.7623 -2.2090 -4.6920 -0.35 -0.09 0.16
Ca 0.1850 -2.7627 -3.5205 -7.27 -6.63 -5.32
C 10.9528 -2.7899 -5.0856 1.00 -0.52 1.08
O 9.8406 -2.1238 -5.3575 -0.69 -0.07 -0.10
H 10.8689 -3.8823 -4.9563 -0.57 -0.38 -0.32
H 11.7694 -2.7338 -5.8254 -0.11 0.22 -0.82
H 11.4933 -2.5161 -4.1636 -0.14 0.48 0.44
Li 1.9850 -5.1350 -4.8383 0.67 0.15 0.12
```
Positions in Å, forces in eV/Å.

Kohn-Sham gap in eV: 1.15
Spin multiplicity: 1
LUMO level in eV: -3.05
HOMO in eV: -4.20
Energy above the lowest of the compared OMol25 structures with the same formula, charge and spin in kJ/mol: 1605.3
E_tot in Ha: -3810.61200

---

> Which value of spin multiplicity does entry 2 give?

1

---

> Which formula does entry 1 have?

C34H34N9O2Zr

---

> Look up the HOMO of the first one.

-11.12 eV